Molecular formula: C47H38BrHfIN5O4S
Method: DFT, ωB97M-V/def2-TZVPD

Results
Spin multiplicity: 2
Relative energy (zero: lowest compared OMol25 entry of this formula, charge and spin) in kcal per mole: 21.4
Total charge: 0
Frontier orbital gap (spin up / spin down) in eV: 4.0 / 7.0
⟨S²⟩: 0.766

Atoms and positions in Å:
1 Hf 0.21150 0.40198 0.70041
2 C 4.18287 0.81582 -5.16238
3 C 4.26666 1.53081 -3.80382
4 C 3.08157 2.49549 -3.70092
5 C 5.55137 2.36316 -3.72887
6 C 4.25465 0.48222 -2.70046
7 C 5.15828 -0.58750 -2.73911
8 C 5.12359 -1.61261 -1.80861
9 C 4.13345 -1.60307 -0.84453
10 S 3.75533 -2.77656 0.39205
11 C 2.36479 -1.79789 0.86321
12 N 2.22656 -0.68252 0.15053
13 C 3.21142 -0.54160 -0.77996
14 C 3.31980 0.52134 -1.68091
15 C 1.43947 -2.16966 1.88954
16 C 1.62452 -3.32222 2.66936
17 C 0.68960 -3.66187 3.62257
18 C -0.42616 -2.85827 3.81518
19 C -0.59399 -1.70986 3.05228
20 C 0.31507 -1.31573 2.07082
21 H 4.07601 1.54295 -5.96468
22 H 3.32004 0.15315 -5.18402
23 H 5.07216 0.22406 -5.36165
24 H 3.08861 3.17654 -4.54886
25 H 3.13729 3.09328 -2.79430
26 H 2.13368 1.96574 -3.71332
27 H 5.55472 3.10704 -4.52246
28 H 6.43836 1.74538 -3.83373
29 H 5.60715 2.88074 -2.77360
30 H 5.91577 -0.62519 -3.50609
31 H 5.83728 -2.41985 -1.85475
32 H 2.63877 1.34854 -1.55494
33 H 2.50389 -3.93434 2.51375
34 H 0.82505 -4.55129 4.22055
35 H -1.16151 -3.12461 4.56015
36 H -1.47464 -1.09865 3.23494
37 C 0.52923 -0.55450 -2.97761
38 O -0.20433 -0.92543 -1.82335
39 C -1.29409 -1.73231 -2.06258
40 C -1.61819 -2.27595 -3.30240
41 C -2.74817 -3.07732 -3.41352
42 Br -3.20641 -3.78875 -5.11838
43 C -3.55598 -3.35296 -2.34085
44 C -3.24752 -2.80281 -1.08556
45 C -2.10194 -1.98812 -0.95372
46 O -1.76068 -1.41793 0.22967
47 C -4.08128 -3.00021 0.06061
48 N -3.84122 -2.43356 1.23670
49 C -4.85282 -2.82061 2.06960
50 C -5.11131 -2.51789 3.40273
51 C -6.22916 -3.08732 3.98076
52 C -7.08117 -3.93317 3.27061
53 C -6.85242 -4.23707 1.94170
54 C -5.73589 -3.66866 1.35812
55 N -5.22313 -3.75815 0.09208
56 H 0.90762 -1.43217 -3.51181
57 H 1.36392 0.03629 -2.61667
58 H -0.08049 0.06282 -3.64470
59 H -1.02029 -2.08623 -4.17404
60 H -4.42640 -3.97527 -2.46586
61 H -2.49873 -1.71691 0.89078
62 H -4.45856 -1.86163 3.95501
63 H -6.45261 -2.87665 5.01572
64 H -7.93785 -4.35990 3.76835
65 H -7.50501 -4.88961 1.38157
66 H -5.61712 -4.28946 -0.66371
67 I 0.32581 1.61778 3.83854
68 C -1.63856 2.42152 3.50527
69 C -2.18459 3.13185 4.53980
70 C -3.45671 3.70167 4.40304
71 C -4.13673 3.54237 3.23218
72 C -3.58034 2.81852 2.15886
73 C -4.30354 2.69371 0.95769
74 C -3.76916 2.01342 -0.09604
75 C -2.49992 1.42673 0.02121
76 C -1.72202 1.48470 1.17095
77 C -2.28517 2.21599 2.26491
78 H -1.63759 3.25074 5.46103
79 H -3.88084 4.26241 5.22073
80 H -5.11896 3.97064 3.09875
81 H -5.27767 3.15605 0.89307
82 H -4.31308 1.92230 -1.02575
83 H -2.12633 0.91715 -0.86417
84 O -0.15472 3.62086 -2.30867
85 C 0.09018 2.69291 -1.63066
86 N 0.37565 1.75089 -0.97632
87 O 1.93448 1.81158 1.32882
88 N 3.03789 2.49605 1.14255
89 C 3.00150 3.71085 0.54247
90 C 4.13257 4.47366 0.42180
91 C 5.34997 4.00301 0.91431
92 C 5.36791 2.74515 1.51496
93 C 4.21454 2.01513 1.61495
94 H 2.03278 4.02382 0.18576
95 H 4.06826 5.44018 -0.05196
96 H 6.24565 4.59311 0.83805
97 H 6.28396 2.33703 1.90970
98 H 4.16377 1.04465 2.08150

Atoms 1-2, force components in eV/Å:
Hf 1.160 0.500 0.096
C 0.016 0.139 0.155

***

Molecular formula: C3H16NO4
Method: DFT, ωB97M-V/def2-TZVPD

Results
Spin multiplicity: 1
Relative energy (zero: lowest compared OMol25 entry of this formula, charge and spin) in kcal per mole: 28.0
Total charge: +1
Frontier orbital gap in eV: 11.2

Atoms and positions in Å:
1 C 0.09056 0.06246 0.48288
2 O -0.10506 -0.04047 -0.85006
3 C -0.86154 -1.06831 1.14726
4 C -1.30378 -0.83030 2.52100
5 N -2.04331 -1.05614 0.13112
6 H 1.24077 -0.07958 0.64284
7 H -0.25766 1.17365 0.80072
8 H 0.38130 0.67017 -1.36714
9 H -0.48253 -2.12455 0.94166
10 H -0.52068 -0.76559 3.38748
11 H -2.16138 -1.56097 2.82431
12 H -1.91297 0.06161 2.61778
13 H -2.36677 -0.17138 -0.17692
14 H -1.80058 -1.56302 -0.76036
15 H -2.87160 -1.49215 0.49563
16 H 1.80119 2.51536 -2.39703
17 H 2.14935 2.23654 -0.90554
18 O 1.47031 2.02564 -1.65244
19 H 3.61183 2.27241 0.75482
20 H 2.84094 3.66031 0.80517
21 O 2.75050 2.69649 0.73783
22 H -0.96022 -2.65414 -2.74576
23 H 0.03114 -1.71006 -2.06518
24 O -0.61206 -2.43900 -1.81998

Atoms 1-2, force components in eV/Å:
C 0.955 1.282 2.248
O 0.076 0.587 -3.314

***

Molecular formula: C4H9N4
Method: DFT, ωB97M-V/def2-TZVPD

Results
Spin multiplicity: 1
Relative energy (zero: lowest compared OMol25 entry of this formula, charge and spin) in kcal per mole: 120.4
Total charge: +1
Frontier orbital gap (spin up / spin down) in eV: 7.8 / 7.8
Structure (SMILES): C/C=N/N=C\N=[NH+]\C

Atoms and positions in Å:
1 C -1.09984 1.97941 0.10681
2 C 1.90595 0.16312 -0.69806
3 C 2.84146 -0.35730 0.42411
4 C -2.52905 -1.36047 -0.17232
5 N -2.00023 1.04144 0.07374
6 N 0.23301 1.87681 -0.04904
7 N 1.00873 0.94565 -0.30119
8 N -1.64204 -0.22864 0.13807
9 H -1.35906 2.97301 0.47485
10 H 2.08283 -0.23120 -1.62798
11 H 3.85580 0.15247 0.20278
12 H 2.71694 -1.40350 0.25666
13 H 2.66472 -0.13206 1.47700
14 H -3.27099 -1.63433 0.60707
15 H -2.90186 -1.11855 -1.10732
16 H -1.80920 -2.18287 -0.27630
17 H -0.69716 -0.48300 0.47110

Atoms 1-2, force components in eV/Å:
C 0.701 0.737 1.387
C 0.214 1.248 5.422

***

Molecular formula: C27H36ClOOsSSbSe
Method: DFT, ωB97M-V/def2-TZVPD

Results
Spin multiplicity: 1
Relative energy (zero: lowest compared OMol25 entry of this formula, charge and spin) in kcal per mole: 36.3
Total charge: +2
Frontier orbital gap (spin up / spin down) in eV: 6.1 / 5.7

Atoms and positions in Å:
1 Os -0.77259 0.69068 -0.46661
2 Cl 3.69959 6.04085 2.37618
3 C 2.93688 4.61788 1.75403
4 C 2.87386 4.42293 0.39295
5 C 2.23539 3.28719 -0.09481
6 C 1.71148 2.33914 0.76591
7 C 1.18014 1.09099 0.20906
8 C 1.79634 2.55076 2.12836
9 C 2.40148 3.69661 2.62869
10 H 3.30824 5.14944 -0.27866
11 H 2.18558 3.12221 -1.16471
12 H 1.32697 0.22208 0.84546
13 H 1.44763 0.90049 -0.85913
14 H 1.39514 1.81135 2.81328
15 H 2.47229 3.86819 3.69321
16 C -3.91877 -1.48042 -0.51620
17 Sb -2.92778 -0.03113 0.65744
18 C -2.70767 -0.90113 2.56708
19 C -4.40061 1.44632 0.94116
20 H -4.89907 -1.65148 -0.07727
21 H -3.34171 -2.40109 -0.51320
22 H -4.03315 -1.11817 -1.53516
23 H -3.69369 -1.19137 2.92467
24 H -2.27330 -0.17533 3.25036
25 H -2.07020 -1.77894 2.49900
26 H -5.26707 0.96723 1.39293
27 H -4.67465 1.88108 -0.01705
28 H -4.02021 2.22423 1.59950
29 C 1.21411 8.09441 -0.10831
30 C 0.55832 6.75449 -0.28922
31 C 0.45892 6.16528 -1.54526
32 C -0.17179 4.94408 -1.73486
33 C -0.31233 4.34274 -3.11233
34 C -0.66762 4.30014 -0.60837
35 Se -1.75688 2.73595 -0.81880
36 C -0.60336 4.85146 0.68054
37 C -1.22806 4.22113 1.90127
38 C 0.02174 6.08269 0.80406
39 H 1.58052 8.49182 -1.05178
40 H 2.05227 8.02368 0.58559
41 H 0.50834 8.81097 0.31253
42 H 0.86758 6.67902 -2.40779
43 H 0.25926 4.90566 -3.84576
44 H -1.35641 4.34741 -3.43412
45 H 0.03622 3.30751 -3.13225
46 H -1.19219 3.13265 1.86709
47 H -2.27370 4.52530 1.99627
48 H -0.70963 4.54882 2.80022
49 H 0.08775 6.53550 1.78680
50 C 4.81666 -2.84409 3.15046
51 C 3.82298 -2.65930 2.04156
52 C 2.46905 -2.95454 2.23501
53 C 1.54650 -2.79091 1.21835
54 C 1.98594 -2.31109 -0.01040
55 C 3.32332 -1.99277 -0.22794
56 C 4.23306 -2.17797 0.79825
57 S 0.88159 -2.07422 -1.35510
58 C 0.22148 -3.70740 -1.55874
59 O -0.39491 -1.30658 -0.79573
60 H 4.42727 -3.49137 3.93245
61 H 5.06210 -1.88111 3.60233
62 H 5.74442 -3.27076 2.77447
63 H 2.14102 -3.33416 3.19386
64 H 0.50216 -3.02629 1.38227
65 H 3.64819 -1.61577 -1.18985
66 H 5.27727 -1.94865 0.63407
67 H -0.20251 -4.04325 -0.61614
68 H 1.04579 -4.35032 -1.86368
69 H -0.53091 -3.66580 -2.34337

Atoms 1-2, force components in eV/Å:
Os 1.408 0.091 -1.001
Cl -0.092 -0.138 -0.055

***

Molecular formula: C34H50GeN5NaO
Method: DFT, ωB97M-V/def2-TZVPD

Results
Spin multiplicity: 1
Relative energy (zero: lowest compared OMol25 entry of this formula, charge and spin) in kcal per mole: 23.0
Total charge: +2
Frontier orbital gap in eV: 4.7

Atoms and positions in Å:
1 Na -1.26005 1.22452 0.64918
2 C -4.52495 4.39772 -0.16782
3 C -3.30765 3.75552 0.06578
4 N -3.15355 2.45092 0.13378
5 C -4.24615 1.67892 -0.01982
6 C -5.52515 2.23022 -0.28152
7 C -5.64235 3.62652 -0.35812
8 C -6.65485 1.38152 -0.44912
9 C -6.54205 0.04172 -0.30542
10 C -5.28385 -0.55188 -0.00772
11 C -5.15805 -1.93618 0.19148
12 C -3.91885 -2.45768 0.47178
13 C -2.83085 -1.58668 0.51268
14 N -2.90875 -0.28658 0.33408
15 C -4.11985 0.25052 0.10348
16 H -4.57215 5.47512 -0.18832
17 H -2.41105 4.34512 0.20058
18 H -6.60685 4.06922 -0.55932
19 H -7.60195 1.84332 -0.67312
20 H -7.39555 -0.60848 -0.40312
21 H -6.03375 -2.56568 0.12588
22 H -3.78115 -3.51138 0.66168
23 H -1.83325 -1.96878 0.70938
24 O -0.58425 0.68672 2.59158
25 C 0.08765 -0.54978 2.43368
26 C 1.53085 -0.49778 2.91828
27 C 2.34565 0.60202 2.23558
28 C 2.65285 0.46622 0.77048
29 C 3.95795 0.71132 0.33958
30 C 4.22755 0.81552 -1.01262
31 C 3.17355 0.68832 -1.90662
32 C 1.92365 0.38332 -1.39842
33 N 1.66115 0.24422 -0.09902
34 H -0.53295 0.90432 3.53218
35 H 0.07805 -0.76108 1.36358
36 H -0.44935 -1.34848 2.96118
37 H 1.99385 -1.47058 2.75188
38 H 1.54525 -0.30798 3.99638
39 H 3.28655 0.71192 2.77458
40 H 1.79515 1.54152 2.34058
41 H 4.74935 0.83482 1.05898
42 H 5.23115 1.00202 -1.36032
43 H 3.32525 0.81432 -2.96572
44 H 1.07295 0.24972 -2.05872
45 C 2.59365 4.10082 -0.32152
46 C 2.47455 5.64742 -0.36852
47 N 1.07445 6.01852 -0.31282
48 C 0.35885 5.45692 -1.43972
49 C 0.47415 3.90752 -1.38272
50 N 1.26025 3.51362 -0.21632
51 C 0.62115 4.01272 0.99648
52 C 0.48255 5.55882 0.92458
53 H 3.17615 3.77072 0.54058
54 H 3.06565 3.71102 -1.22432
55 H 2.89775 6.04472 -1.29042
56 H 2.98615 6.10622 0.47748
57 H 0.79395 5.85222 -2.35782
58 H -0.68185 5.78322 -1.38312
59 H 0.97325 3.52312 -2.27312
60 H -0.50825 3.43152 -1.29682
61 H 1.23835 3.72852 1.84898
62 H -0.35265 3.52102 1.09038
63 H 0.99705 6.03742 1.75898
64 H -0.56485 5.86892 0.93998
65 C -1.03995 -5.46788 0.54478
66 C -1.35415 -5.73978 -0.91842
67 C -0.35525 -5.10528 -1.88282
68 C -0.33835 -3.56668 -1.83472
69 Ge 1.08195 -2.80998 -0.60342
70 C 2.95815 -2.67898 -1.32852
71 C 3.76565 -3.97818 -1.37032
72 C 4.40665 -4.34468 -0.03612
73 C 3.38275 -4.59048 1.06148
74 H -1.74815 -5.98158 1.18808
75 H -1.08765 -4.40078 0.77538
76 H -0.04355 -5.83128 0.78998
77 H -2.36065 -5.39338 -1.15942
78 H -1.33415 -6.81778 -1.08572
79 H -0.62765 -5.40178 -2.89962
80 H 0.64085 -5.51488 -1.68952
81 H -1.32345 -3.18768 -1.55472
82 H -0.09745 -3.16648 -2.82282
83 H 0.85795 -3.00938 0.92898
84 H 3.50765 -1.92618 -0.76372
85 H 2.81545 -2.30928 -2.34812
86 H 4.56285 -3.83308 -2.10502
87 H 3.14475 -4.80738 -1.72092
88 H 5.08175 -3.54508 0.27398
89 H 5.00455 -5.24548 -0.18482
90 H 2.94865 -3.64638 1.40188
91 H 3.84725 -5.06958 1.91768
92 H 2.58445 -5.24378 0.70258

Atoms 1-2, force components in eV/Å:
Na 0.413 0.503 -0.405
C -0.223 -0.046 -0.021

***

Molecular formula: C23H43Cl2IN3O4ScSi
Method: DFT, ωB97M-V/def2-TZVPD

Results
Spin multiplicity: 1
Relative energy (zero: lowest compared OMol25 entry of this formula, charge and spin) in kcal per mole: 150.3
Total charge: 0
Frontier orbital gap (spin up / spin down) in eV: 3.5 / 3.5

Atoms and positions in Å:
1 C -2.07072 -0.38144 -5.75002
2 C -1.19969 -1.07470 -4.71741
3 H -2.57606 -1.12956 -6.36171
4 H -1.52490 0.32214 -6.41602
5 H -2.84975 0.19668 -5.21122
6 C -0.43480 -2.19818 -5.06156
7 C -0.17420 -2.60658 -6.44809
8 H -0.32455 -2.95046 -4.29301
9 H 0.53362 -1.93366 -6.95643
10 H -1.12559 -2.60282 -6.99673
11 H 0.19961 -3.63994 -6.48283
12 Sc 0.92134 1.21285 0.85628
13 Cl 2.05335 3.30343 0.91601
14 C -0.50066 -1.38769 1.85906
15 O 0.46228 -0.75560 1.35788
16 N -0.32527 -2.59017 2.38473
17 C 1.01012 -3.18229 2.33405
18 C -1.41237 -3.36883 2.98455
19 H -1.52675 -0.97665 1.88057
20 H 1.76325 -2.43098 2.60538
21 H 1.21991 -3.55712 1.32015
22 H 1.00813 -4.00917 3.05219
23 H -2.27397 -2.70038 3.12788
24 H -1.07913 -3.76894 3.95655
25 H -1.70557 -4.20953 2.33073
26 H 1.23606 3.70136 5.51122
27 H -0.78304 5.01767 5.24340
28 C 1.24327 3.32071 4.48662
29 C -0.68155 4.85288 4.16329
30 N -0.08971 3.54815 3.92829
31 H 1.47988 2.25661 4.49607
32 C -0.63012 2.70944 3.05930
33 O 0.00158 1.71038 2.61835
34 H -1.66780 4.87463 3.69210
35 H -1.65798 2.90405 2.71496
36 H 2.01259 3.85009 3.90666
37 H -0.04982 5.64892 3.73851
38 H 2.08077 0.67200 -3.38936
39 H 2.58428 -2.16148 -3.66182
40 C 3.07329 0.48616 -2.93023
41 C 3.31200 -2.00823 -2.84421
42 N 3.01604 -0.75262 -2.13399
43 H 3.35135 1.33575 -2.29088
44 C 2.60942 -0.73878 -0.85758
45 O 2.51677 0.30098 -0.15906
46 H 3.25514 -2.84662 -2.12854
47 H 2.31935 -1.73165 -0.44742
48 H 3.80270 0.30789 -3.73665
49 H 4.31876 -1.94241 -3.28390
50 O -0.75294 -0.07400 -3.70476
51 C -1.70568 -1.00721 -3.24200
52 C -0.01159 -2.54986 -2.13753
53 C -1.31853 -2.00917 -2.24717
54 H 0.80464 -2.08708 -2.69323
55 C 0.24494 -3.70942 -1.41023
56 H -2.72487 -0.58872 -3.17554
57 C -2.32187 -2.60899 -1.45814
58 H 1.25592 -4.14642 -1.37873
59 C -0.77374 -4.30295 -0.66728
60 C -2.05741 -3.75205 -0.71112
61 H -3.32978 -2.18790 -1.47805
62 H -0.57138 -5.21389 -0.08628
63 H -2.85651 -4.22922 -0.15157
64 Si -0.51880 3.08040 -2.41371
65 Cl -0.12373 0.97544 -1.20944
66 C 1.12454 3.92321 -2.67774
67 C -1.36244 3.97712 -0.98581
68 C -1.60835 2.92142 -3.88321
69 H 1.90350 3.22310 -2.98919
70 H 1.46694 4.41484 -1.75537
71 H 1.01441 4.69398 -3.45729
72 H -1.03749 2.59421 -4.76264
73 H -2.05354 3.90870 -4.08720
74 H -2.41475 2.20486 -3.68774
75 H -2.38493 3.60167 -0.87994
76 H -1.39417 5.06281 -1.16255
77 H -0.85121 3.81202 -0.02689
78 I -3.16384 1.17320 0.65872

Atoms 1-2, force components in eV/Å:
C -0.327 0.488 0.387
C -0.997 -1.179 0.462